11
Properties=species:S:1:pos:R:3 method="wB97M-V/def2-TZVPD" charge=+1 relative_energy_kcal_mol=90.20 multiplicity=1
C -1.1875 -0.1757 -0.3905
C 1.0993 -0.2937 0.2841
N -0.6144 -1.4977 -0.3440
N 0.5340 -1.5302 0.0352
N -0.1118 0.7333 0.1051
Br 2.5992 0.1601 -0.8161
H -1.4939 0.0493 -1.4175
H -2.0782 -0.1663 0.2459
H 1.4519 0.0901 1.8372
H 0.1552 1.4763 -0.5464
H -0.3539 1.1545 1.0071

144
Properties=species:S:1:pos:R:3 method="wB97M-V/def2-TZVPD" charge=0 relative_energy_kcal_mol=394.98 multiplicity=1
C 3.2188 -0.6540 1.7210
O 1.8255 -0.5231 1.2050
C 1.3598 -1.8595 0.7133
C -0.0410 -1.7895 0.2021
N -0.1327 -1.0727 -1.1142
C -1.5198 -1.0811 -1.5796
C -2.4108 -0.1461 -0.7296
O -3.7566 0.1150 -1.3337
C -4.4663 1.0236 -0.6310
H 3.3411 0.2364 2.3377
H 3.9623 -0.7441 0.9290
H 3.2992 -1.4519 2.4592
H 1.4321 -2.5742 1.5332
H 1.9769 -2.2543 -0.0938
H -0.7174 -1.4432 0.9835
H -0.3377 -2.8022 -0.0709
H 0.2089 -0.1262 -1.0281
H -2.0582 -2.0250 -1.6655
H -1.5833 -0.8687 -2.6468
H -1.9240 0.7627 -0.3755
H -2.5684 -0.5196 0.2822
H -4.0997 2.0427 -0.5081
H -4.7154 0.6019 0.3427
H -5.4459 1.1208 -1.0989
C 10.7229 -4.2856 8.3706
O 9.8185 -4.3279 7.1948
C 9.7979 -5.5779 6.4875
C 8.7070 -5.7595 5.3955
N 9.0349 -5.1811 4.0797
C 8.9252 -3.7328 4.1899
C 7.6274 -2.9471 4.5781
O 6.5531 -3.4283 3.8339
C 5.3397 -2.7549 4.2106
H 10.6182 -3.2902 8.8022
H 11.7830 -4.4100 8.1493
H 10.4936 -5.0121 9.1502
H 9.6246 -6.3516 7.2354
H 10.7456 -5.9145 6.0672
H 7.6920 -5.5346 5.7229
H 8.6343 -6.8409 5.2796
H 8.4362 -5.4810 3.3236
H 9.1057 -3.4281 3.1591
H 9.6937 -3.3815 4.8785
H 7.7222 -1.8640 4.5002
H 7.4895 -3.1934 5.6309
H 5.2214 -2.9067 5.2835
H 4.4763 -3.1828 3.7012
H 5.5526 -1.7500 3.8459
C -7.1858 3.7704 -0.6918
O -7.9600 4.8942 -0.4730
C -9.2038 4.7883 -1.1732
C -8.8982 5.0433 -2.6378
N -8.5312 3.9106 -3.4323
C -8.6018 4.3232 -4.8511
C -8.5477 3.3013 -5.8588
O -9.8157 2.6763 -6.0677
C -9.8471 1.6888 -7.1059
H -6.5623 4.0812 -1.5301
H -7.6286 2.7983 -0.9087
H -6.5002 3.6917 0.1519
H -9.9534 5.3910 -0.6604
H -9.5823 3.7662 -1.1602
H -8.0442 5.7196 -2.6761
H -9.7631 5.5687 -3.0427
H -9.1404 3.1224 -3.2652
H -7.6649 4.8538 -5.0205
H -9.5442 4.8390 -5.0351
H -8.0088 2.5255 -5.3147
H -8.0357 3.7743 -6.6968
H -8.8590 1.3707 -7.4384
H -10.3245 2.1510 -7.9699
H -10.3859 0.8514 -6.6624
C -0.1926 0.7745 3.4884
O -0.8055 -0.2822 4.3329
C -0.0156 -1.4879 4.3746
C -0.9299 -2.7238 4.7516
N -0.2163 -3.6895 5.5614
C 0.8179 -4.5268 5.0036
C 0.3336 -5.7566 4.2066
O -0.1956 -5.4005 2.8848
C -0.9021 -6.3693 2.2601
H 0.8220 1.0967 3.7225
H -0.8809 1.6141 3.3912
H -0.0780 0.3081 2.5099
H 0.7761 -1.2337 5.0793
H 0.3860 -1.6815 3.3800
H -1.4516 -3.1070 3.8746
H -1.7006 -2.2847 5.3852
H -0.2530 -3.3800 6.5221
H 1.3822 -4.8644 5.8728
H 1.6642 -4.0257 4.5337
H -0.3370 -6.4013 4.7747
H 1.1241 -6.4121 3.8410
H -1.8084 -6.6655 2.7885
H -0.3491 -7.2807 2.0330
H -1.2258 -5.9835 1.2935
C -7.8325 -4.7195 -4.8047
O -7.9982 -3.5135 -5.4835
C -6.7754 -2.9197 -5.9985
C -6.1190 -2.1542 -4.8267
N -4.9750 -1.4905 -5.3832
C -4.0387 -0.6718 -4.6308
C -3.5617 0.3310 -5.6858
O -3.8375 1.6333 -5.2761
C -5.1083 2.1708 -5.0144
H -6.9337 -4.7769 -4.1907
H -7.9483 -5.4153 -5.6356
H -8.6784 -4.8836 -4.1370
H -7.2134 -2.3012 -6.7819
H -6.0427 -3.6631 -6.3127
H -5.7354 -2.8677 -4.0974
H -6.7423 -1.4801 -4.2392
H -5.1805 -1.0946 -6.2894
H -3.4020 -1.2405 -3.9531
H -4.5138 -0.1189 -3.8205
H -4.0703 0.2412 -6.6456
H -2.4949 0.2278 -5.8842
H -5.0209 3.2451 -4.8522
H -5.7206 1.6705 -4.2642
H -5.7468 2.1656 -5.8978
C 3.5549 2.8985 0.1784
O 4.9223 3.3280 0.4037
C 5.0589 4.7631 0.2755
C 6.5167 5.2921 0.3259
N 6.6758 6.7178 0.5629
C 8.0608 7.2167 0.2863
C 8.7318 6.8991 -1.0829
O 7.9224 7.5718 -2.0837
C 8.5088 7.6517 -3.3963
H 3.5481 1.8206 0.3398
H 3.1823 3.0995 -0.8261
H 2.9651 3.2043 1.0425
H 4.5097 5.2487 1.0822
H 4.5698 5.0307 -0.6611
H 6.8781 4.9160 -0.6312
H 6.9523 4.7878 1.1885
H 6.0809 7.3415 0.0364
H 8.6969 6.7817 1.0572
H 8.0383 8.2943 0.4485
H 8.7265 5.8659 -1.4301
H 9.7304 7.3298 -1.0092
H 9.4084 8.2615 -3.4803
H 7.6689 8.0632 -3.9560
H 8.7437 6.6727 -3.8141

19
Properties=species:S:1:pos:R:3 method="wB97M-V/def2-TZVPD" s_squared=6.004 charge=+2 relative_energy_kcal_mol=9.97 multiplicity=5
Cr 17.6219 -22.9719 26.3410
O 16.6274 -21.0883 26.6541
H 17.3353 -20.4356 26.5186
H 15.9353 -20.5235 26.9478
O 16.1670 -23.6113 24.9825
H 16.0801 -24.3416 24.3844
H 15.2410 -23.2061 25.0446
O 18.7250 -22.3187 24.7629
H 19.5912 -22.6387 24.4807
H 18.6014 -21.4556 24.3967
O 16.4645 -23.7552 27.9563
H 15.6164 -24.1053 27.8366
H 16.4439 -23.0889 28.6668
O 18.6589 -24.7645 26.2949
H 18.1589 -25.5413 26.5531
H 19.0667 -24.9503 25.4200
O 19.0463 -22.2642 27.6707
H 19.8148 -21.8672 27.1907
H 18.7712 -21.6639 28.3874